Here is a cluster of 10 separate species, C32H64Cl8O6 in total in a non-equilibrium geometry from the Open Molecules 2025 dataset. Energies are from wB97M-V/def2-TZVPD.

The geometry in ORCA input format:
```
! wB97M-V def2-TZVPD RIJCOSX def2/J DEFGRID3
* xyz 0 1
C -17.84 -14.07 -11.10
C -18.09 -15.54 -10.89
C -19.11 -15.83 -11.90
O -18.73 -15.02 -13.06
C -17.88 -13.91 -12.61
H -16.91 -13.80 -10.62
H -18.64 -13.46 -10.66
H -18.48 -15.71 -9.88
H -17.12 -16.01 -11.00
H -20.11 -15.45 -11.64
H -19.20 -16.88 -12.18
H -18.32 -12.97 -12.96
H -16.92 -14.02 -13.12
C -12.84 -12.75 -12.55
C -13.57 -11.59 -11.89
C -12.44 -10.81 -11.27
O -11.34 -11.75 -11.03
C -11.74 -13.05 -11.57
H -12.29 -12.54 -13.47
H -13.53 -13.56 -12.76
H -14.25 -11.93 -11.12
H -14.16 -11.08 -12.64
H -12.73 -10.31 -10.34
H -12.05 -10.05 -11.94
H -12.10 -13.67 -10.71
H -10.84 -13.52 -11.97
C -12.14 -17.44 -5.43
C -13.33 -18.39 -5.38
C -12.99 -19.47 -6.37
O -11.56 -19.57 -6.31
C -11.01 -18.44 -5.58
H -12.04 -16.79 -4.57
H -12.14 -16.83 -6.33
H -14.24 -17.80 -5.61
H -13.45 -18.87 -4.40
H -13.36 -19.09 -7.35
H -13.39 -20.46 -6.22
H -10.14 -18.16 -6.18
H -10.72 -18.78 -4.58
C -20.50 -14.04 -7.01
C -19.40 -14.53 -6.08
C -19.47 -16.04 -6.24
O -19.65 -16.15 -7.63
C -20.65 -15.23 -7.98
H -20.41 -13.05 -7.46
H -21.40 -14.06 -6.39
H -19.66 -14.22 -5.08
H -18.39 -14.16 -6.33
H -20.29 -16.42 -5.61
H -18.52 -16.47 -5.91
H -21.66 -15.67 -7.94
H -20.47 -15.00 -9.04
C -13.88 -13.75 -3.95
C -14.25 -12.69 -2.89
C -13.95 -13.39 -1.59
O -14.26 -14.76 -1.83
C -14.38 -14.99 -3.25
H -12.83 -13.62 -4.14
H -14.43 -13.53 -4.87
H -15.31 -12.39 -2.86
H -13.64 -11.80 -3.03
H -14.52 -13.13 -0.71
H -12.87 -13.23 -1.38
H -15.46 -15.11 -3.45
H -13.86 -15.90 -3.55
C -14.80 -14.19 -8.81
C -15.91 -14.51 -7.83
C -15.60 -15.94 -7.39
O -14.42 -16.35 -8.06
C -14.42 -15.61 -9.25
H -13.97 -13.73 -8.28
H -15.14 -13.57 -9.63
H -16.88 -14.49 -8.32
H -15.99 -13.87 -6.95
H -16.46 -16.60 -7.60
H -15.47 -15.89 -6.31
H -15.17 -15.95 -9.99
H -13.42 -15.76 -9.67
Cl -8.63 -14.67 -6.66
C -8.98 -13.40 -7.87
C -10.47 -13.20 -8.01
Cl -11.14 -12.32 -6.58
H -8.56 -13.75 -8.81
H -8.51 -12.47 -7.56
H -11.01 -14.14 -8.08
H -10.69 -12.60 -8.89
Cl -16.57 -19.97 -8.15
C -15.92 -20.05 -9.80
C -16.49 -18.96 -10.66
Cl -18.25 -19.18 -11.04
H -16.14 -21.05 -10.17
H -14.85 -19.91 -9.72
H -16.01 -18.94 -11.63
H -16.44 -17.99 -10.19
Cl -13.32 -9.37 -5.93
C -14.22 -9.30 -7.46
C -14.86 -10.65 -7.75
Cl -15.83 -10.54 -9.27
H -13.56 -8.97 -8.27
H -15.10 -8.65 -7.41
H -15.63 -10.98 -7.07
H -14.12 -11.43 -7.92
Cl -17.24 -16.92 -16.44
C -15.87 -16.49 -15.39
C -16.14 -16.87 -13.95
Cl -14.86 -16.31 -12.90
H -15.71 -15.43 -15.56
H -15.03 -17.05 -15.75
H -16.25 -17.96 -13.89
H -17.11 -16.42 -13.68
*
```

Results
SMILES string: C1CCOC1.C1CCOC1.C1CCOC1.C1CCOC1.C1CCOC1.C1CCOC1.ClCCCl.ClCCCl.ClCCCl.ClCCCl
Electronic energy, Ha: -5390.54740
LUMO, eV: 0.350

Results of the Mulliken charge analysis, in e, for atoms 1 through 5:
1. C 0.6262
2. C 1.9931
3. C -0.4944
4. O -0.5654
5. C -0.4362

Here is a structure of composition H10O5 in a non-equilibrium geometry from the Open Molecules 2025 dataset. Energies are from wB97M-V/def2-TZVPD.

The geometry in ORCA input format:
```
! wB97M-V def2-TZVPD RIJCOSX def2/J DEFGRID3
* xyz 0 1
O -1.24 -16.80 -16.07
H -1.77 -16.41 -15.37
H -0.46 -16.25 -16.12
O 0.26 -16.53 -12.65
H -0.25 -17.16 -13.17
H 0.69 -15.97 -13.30
O -1.56 -15.77 -14.22
H -1.10 -15.42 -13.46
H -2.18 -16.41 -13.86
O -2.20 -14.38 -15.45
H -2.92 -13.89 -15.05
H -1.98 -15.05 -14.80
O -2.90 -17.15 -13.53
H -3.57 -17.08 -14.22
H -3.16 -17.92 -13.03
*
```

Results
Electronic energy, Ha: -381.94954
LUMO, eV: -0.269

Results of the Mulliken charge analysis, in e, for atoms 1 through 5:
1. O -0.6684
2. H 0.4731
3. H 0.2853
4. O -0.6936
5. H 0.3352

Here is a structure of composition C5H6N in a non-equilibrium geometry from the Open Molecules 2025 dataset. Energies are from wB97M-V/def2-TZVPD.

The geometry in ORCA input format:
```
! wB97M-V def2-TZVPD RIJCOSX def2/J DEFGRID3
* xyz 1 1
C 0.01 2.44 -1.44
C -0.02 1.59 -0.58
C 0.18 -0.63 0.37
C 1.42 -0.96 0.75
C -1.17 -0.81 -0.19
N -0.32 0.80 0.48
H 0.28 3.26 -2.06
H 2.04 -0.23 1.23
H 1.53 -2.06 0.74
H -1.46 -0.76 -1.29
H -1.97 -0.87 0.45
H -0.31 1.16 1.46
*
```

Results
Electronic energy, Ha: -248.39594
LUMO, eV: -6.100

Results of the Mulliken charge analysis, in e, for atoms 1 through 5:
1. C -0.1330
2. C -0.1585
3. C 0.2248
4. C -0.4897
5. C -0.1720

Here is the ion C3H10N2OP with charge +1 in a non-equilibrium geometry from the Open Molecules 2025 dataset. Energies are from wB97M-V/def2-TZVPD.

The geometry in ORCA input format:
```
! wB97M-V def2-TZVPD RIJCOSX def2/J DEFGRID3
* xyz 1 1
H -1.83 1.00 -0.88
N -1.19 1.49 -0.30
C -0.17 0.93 0.16
C 0.65 1.59 1.15
C 0.24 -0.55 -0.25
N 0.47 -0.59 -1.71
O 1.42 -1.05 0.37
P -1.50 -1.87 0.07
H 0.35 2.68 1.44
H 0.62 1.23 2.16
H 1.69 1.61 0.98
H 0.62 -1.48 -1.98
H 1.26 0.02 -2.00
H -0.25 -0.04 -2.29
H 1.14 -1.70 1.09
H -2.49 -0.90 0.72
H -1.04 -2.38 1.25
*
```

Results
SMILES string: [H]/N=C(/C)[C@@]([NH3+])(O)P
Electronic energy, Ha: -646.05394
LUMO, eV: -4.049

Results of the Mulliken charge analysis, in e, for atoms 1 through 5:
1. H 0.2346
2. N -0.6041
3. C 0.7665
4. C -1.3615
5. C -0.1428

Here is the molecule C3H6N2O from the Open Molecules 2025 dataset. Energies are from wB97M-V/def2-TZVPD.

The geometry in ORCA input format:
```
! wB97M-V def2-TZVPD RIJCOSX def2/J DEFGRID3
* xyz 0 1
C -0.50 0.23 1.08
C -0.32 0.12 -1.13
N -0.92 0.98 -1.74
N 0.47 -0.89 -1.03
C 1.03 -0.61 0.43
O 2.08 0.01 0.49
H -1.16 1.04 0.74
H 0.06 0.65 1.92
H -1.14 -0.59 1.45
H -1.55 1.68 -1.40
H 1.13 -1.08 -1.78
H 0.82 -1.54 0.97
*
```

Results
Electronic energy, Ha: -302.51309
LUMO, eV: -0.104

Results of the Mulliken charge analysis, in e, for atoms 1 through 5:
1. C -1.2019
2. C 0.5402
3. N -0.5133
4. N -0.2387
5. C 0.1994

Here is the ion C13H27BIN2O2S2 with charge +1 in a non-equilibrium geometry from the Open Molecules 2025 dataset. Energies are from wB97M-V/def2-TZVPD.

The geometry in ORCA input format:
```
! wB97M-V def2-TZVPD RIJCOSX def2/J DEFGRID3
* xyz 1 1
C 3.65 0.18 2.86
C 2.05 -0.25 2.86
C 1.05 0.95 3.43
C 0.85 2.17 2.31
C 0.20 1.52 0.96
N 0.65 1.40 -0.34
C 2.00 2.04 -0.54
N 1.88 3.58 -0.44
C -0.29 0.67 -1.32
S -1.12 2.19 -2.13
B 0.43 0.00 -2.69
O -0.13 0.12 -4.05
O 1.71 -0.75 -2.44
C -1.38 -0.35 -0.58
C -2.92 -0.26 -1.12
C -3.11 -0.77 -2.70
C -0.74 -1.73 -0.01
C -1.76 -2.93 0.38
C -2.57 -3.61 -0.90
I -3.10 -2.49 2.10
S -1.50 0.74 0.99
H 3.82 1.31 3.15
H 4.29 -0.51 3.56
H 4.05 0.04 1.76
H 1.94 -1.17 3.61
H 1.73 -0.66 1.81
H 1.57 1.37 4.42
H -0.01 0.56 3.73
H 0.17 3.02 2.80
H 1.91 2.65 2.18
H 2.52 1.83 -1.56
H 2.76 1.73 0.31
H 0.88 3.87 -0.38
H 2.42 3.93 0.40
H -0.39 2.60 -3.26
H 0.59 -0.25 -4.68
H 1.77 -0.83 -1.43
H -3.41 0.83 -1.02
H -3.66 -0.96 -0.50
H -2.18 -1.50 -2.89
H -4.07 -1.43 -2.83
H -3.00 0.10 -3.47
H 0.10 -2.21 -0.70
H -0.16 -1.44 1.00
H -1.08 -3.82 0.79
H -1.99 -3.56 -1.91
H -2.75 -4.75 -0.58
H -3.67 -3.14 -0.97
*
```

Results
Electronic energy, Ha: -1890.04958
LUMO, eV: -4.095

Results of the Mulliken charge analysis, in e, for atoms 1 through 5:
1. C -0.9885
2. C 0.1966
3. C -0.7747
4. C -0.4524
5. C 0.1763

Here is a cluster of 16 separate species, C26H66N16O35 in total in a non-equilibrium geometry from the Open Molecules 2025 dataset. Energies are from wB97M-V/def2-TZVPD.

The geometry in ORCA input format:
```
! wB97M-V def2-TZVPD RIJCOSX def2/J DEFGRID3
* xyz 0 1
C -3.02 4.16 -0.19
C -3.45 3.23 -1.47
N -2.53 2.07 -1.77
C -1.76 1.60 -0.56
C -1.06 0.10 -0.75
C 0.23 0.01 0.30
O 0.34 -1.31 0.96
C -1.65 2.32 -2.98
O -1.41 1.33 -3.88
O -1.03 3.63 -3.32
C 0.44 3.54 -3.33
C 0.97 3.75 -1.78
C 2.04 5.00 -1.61
C 1.81 5.55 -0.05
O 2.68 6.68 0.31
C 2.73 6.92 1.76
O 2.95 8.18 2.21
H -3.55 5.22 -0.29
H -1.87 4.35 -0.08
H -3.40 3.58 0.78
H -3.52 3.97 -2.41
H -4.56 2.85 -1.30
H -2.54 1.46 0.33
H -0.90 2.32 -0.21
H -0.64 -0.09 -1.83
H -1.83 -0.70 -0.37
H 0.21 0.85 1.12
H 1.23 0.14 -0.34
H 1.30 -1.67 0.87
H 0.86 4.47 -3.96
H 0.87 2.59 -3.86
H 1.35 2.74 -1.30
H 0.01 4.07 -1.16
H 1.81 5.90 -2.33
H 3.17 4.66 -1.66
H 0.69 5.94 0.09
H 1.92 4.68 0.75
H 2.65 6.10 2.60
C -4.12 0.56 3.98
N -3.52 1.14 2.75
O -3.96 0.73 1.67
O -2.64 1.99 2.91
H -4.88 -0.17 3.70
H -3.31 0.08 4.54
H -4.56 1.38 4.55
C -0.88 -2.46 5.09
N -2.30 -2.21 4.71
O -3.18 -2.63 5.48
O -2.49 -1.60 3.65
H -0.86 -3.00 6.04
H -0.43 -3.05 4.30
H -0.39 -1.48 5.19
C -4.44 -3.74 1.59
N -5.04 -4.26 2.86
O -6.13 -3.79 3.20
O -4.39 -5.12 3.47
H -5.12 -3.00 1.16
H -3.48 -3.30 1.84
H -4.33 -4.59 0.92
C 1.45 -5.79 3.01
N 1.65 -5.04 4.28
O 2.19 -5.64 5.21
O 1.25 -3.86 4.30
H 1.84 -6.80 3.13
H 0.38 -5.81 2.80
H 1.99 -5.26 2.22
C -3.37 -8.17 1.14
N -2.16 -7.41 0.71
O -2.30 -6.20 0.50
O -1.11 -8.05 0.60
H -4.22 -7.48 1.19
H -3.55 -8.95 0.39
H -3.16 -8.60 2.12
C 1.14 -0.18 -6.43
N 2.33 0.70 -6.52
O 2.28 1.79 -5.93
O 3.29 0.29 -7.19
H 0.38 0.31 -5.82
H 0.78 -0.35 -7.44
H 1.47 -1.12 -5.96
C 2.82 9.14 -3.35
N 1.66 8.26 -3.62
O 0.53 8.75 -3.47
O 1.91 7.10 -3.98
H 2.46 10.13 -3.05
H 3.41 8.68 -2.55
H 3.40 9.21 -4.27
C 2.52 6.30 5.62
N 2.20 5.37 6.73
O 2.13 5.85 7.87
O 2.02 4.18 6.44
H 2.65 7.30 6.02
H 3.45 5.95 5.16
H 1.69 6.27 4.91
C -5.95 -2.88 -2.88
N -5.00 -3.42 -1.88
O -4.16 -2.64 -1.42
O -5.12 -4.61 -1.58
H -5.73 -1.82 -3.05
H -5.82 -3.45 -3.80
H -6.96 -3.00 -2.48
C -2.21 10.11 -4.06
N -2.65 11.51 -4.31
O -2.33 12.01 -5.39
O -3.30 12.06 -3.41
H -1.65 9.75 -4.93
H -1.57 10.12 -3.17
H -3.10 9.50 -3.90
C 5.82 -6.43 1.44
N 4.45 -6.02 1.01
O 4.30 -4.85 0.65
O 3.57 -6.89 1.04
H 6.49 -5.57 1.36
H 5.75 -6.77 2.48
H 6.14 -7.24 0.78
C -2.41 -9.34 5.91
N -2.63 -8.99 4.48
O -3.58 -9.53 3.90
O -1.84 -8.18 3.98
H -3.17 -10.06 6.21
H -1.41 -9.78 5.99
H -2.49 -8.42 6.49
C 5.65 2.34 -8.43
N 6.25 2.92 -9.66
O 5.82 2.52 -10.75
O 7.13 3.77 -9.51
H 4.89 1.61 -8.72
H 6.46 1.86 -7.87
H 5.21 3.16 -7.86
C 2.37 1.52 4.87
N 2.04 1.02 3.51
O 1.50 1.82 2.73
O 2.34 -0.15 3.26
H 2.06 2.57 4.95
H 1.83 0.90 5.59
H 3.45 1.43 5.00
C 2.88 -9.05 -2.47
N 3.83 -9.60 -1.47
O 4.67 -8.82 -1.01
O 3.71 -10.79 -1.17
H 3.10 -8.00 -2.64
H 3.01 -9.63 -3.39
H 1.87 -9.18 -2.07
*
```

Results
Electronic energy, Ha: -4538.00991
LUMO, eV: -0.508

Results of the Mulliken charge analysis, in e, for atoms 1 through 5:
1. C -0.2236
2. C -0.5514
3. N 0.3485
4. C 0.1881
5. C -0.0022

Here is a structure of composition C14H18F5NORhS3Te from the Open Molecules 2025 dataset. Energies are from wB97M-V/def2-TZVPD.

The geometry in ORCA input format:
```
! wB97M-V def2-TZVPD RIJCOSX def2/J DEFGRID3
* xyz 1 1
Rh -0.83 -0.25 -0.03
C 2.41 0.63 2.62
C 2.67 -0.43 1.57
S 1.62 -0.60 0.10
C 1.99 0.76 -1.03
C 1.29 2.10 -0.79
S -0.31 2.02 0.10
C 0.04 2.54 1.82
C 1.34 3.27 2.12
S 2.88 2.29 2.07
H 3.02 0.40 3.49
H 1.37 0.60 2.96
H 2.60 -1.43 2.02
H 3.68 -0.33 1.17
H 1.67 0.34 -1.98
H 3.07 0.91 -1.09
H 1.06 2.58 -1.73
H 1.91 2.76 -0.20
H -0.03 1.66 2.45
H -0.79 3.20 2.07
H 1.23 3.72 3.10
H 1.51 4.10 1.42
C -2.90 0.09 -0.17
C -2.74 -0.70 1.01
C -1.88 -0.17 2.00
C -1.42 -1.00 3.06
C -1.79 -2.31 3.09
C -2.66 -2.86 2.10
C -3.10 -2.09 1.08
C -1.31 -3.16 4.15
N -0.93 -3.83 5.00
H -3.07 1.16 -0.06
H -3.37 -0.36 -1.03
H -1.86 0.90 2.13
H -0.82 -0.58 3.86
H -2.94 -3.90 2.17
H -3.72 -2.51 0.30
F -0.70 -0.33 -2.22
Te -0.83 -2.32 -2.37
F -2.67 -2.16 -2.60
F -0.92 -4.13 -2.60
F 1.03 -2.34 -2.40
F -0.72 -2.08 -4.18
O -0.96 -2.28 -0.53
*
```

Results
Electronic energy, Ha: -2746.47370
LUMO, eV: -5.044

Results of the Mulliken charge analysis, in e, for atoms 1 through 5:
1. Rh 0.7626
2. C -0.0290
3. C -0.9130
4. S 0.2486
5. C -0.7834

Here is a cluster of 6 separate species, C12H32B2F8N4O4 in total in a non-equilibrium geometry from the Open Molecules 2025 dataset. Energies are from wB97M-V/def2-TZVPD.

The geometry in ORCA input format:
```
! wB97M-V def2-TZVPD RIJCOSX def2/J DEFGRID3
* xyz 2 1
C 18.51 9.62 13.88
C 17.93 8.66 12.77
O 17.08 7.76 13.04
N 18.48 8.94 11.42
H 19.42 9.32 11.43
H 18.61 8.07 10.92
C 17.54 9.87 10.64
H 19.19 9.04 14.51
H 17.83 10.26 14.43
H 19.26 10.31 13.48
H 16.56 9.43 10.83
H 17.90 9.78 9.62
H 17.56 10.88 11.03
C 16.22 4.70 11.66
C 15.77 3.92 10.46
O 15.76 2.73 10.39
N 15.16 4.59 9.21
H 15.87 5.18 8.81
H 14.83 3.94 8.51
C 14.00 5.48 9.57
H 16.66 5.67 11.40
H 17.06 4.20 12.13
H 15.40 4.85 12.35
H 13.61 5.89 8.64
H 14.17 6.33 10.23
H 13.31 4.84 10.12
C 17.68 3.49 2.32
C 17.00 4.69 2.92
O 15.79 4.83 2.98
N 17.82 5.82 3.53
H 18.74 5.43 3.71
H 18.00 6.57 2.88
C 17.25 6.40 4.81
H 18.74 3.67 2.17
H 17.18 3.39 1.35
H 17.43 2.56 2.83
H 16.44 7.11 4.64
H 18.05 6.96 5.30
H 16.98 5.73 5.62
C 21.88 4.68 10.99
C 21.98 4.75 9.44
O 22.25 3.69 8.77
N 21.54 6.06 8.73
H 20.76 6.35 9.31
H 22.21 6.81 8.74
C 21.11 5.86 7.27
H 22.49 5.51 11.34
H 22.26 3.74 11.39
H 20.85 4.88 11.28
H 20.35 5.07 7.23
H 21.92 5.59 6.60
H 20.66 6.81 7.00
B 21.53 9.17 10.68
F 21.11 10.18 11.55
F 21.14 7.95 11.17
F 21.19 9.46 9.38
F 22.87 9.34 10.75
B 18.15 6.55 9.14
F 18.81 6.29 10.39
F 18.95 7.47 8.48
F 17.91 5.36 8.40
F 16.91 7.00 9.41
*
```

Results
Electronic energy, Ha: -1844.87114
LUMO, eV: -6.130

Results of the Mulliken charge analysis, in e, for atoms 1 through 5:
1. C -1.0261
2. C 0.5639
3. O -0.4620
4. N 0.8638
5. H 0.2333

Here is the molecule C4H5ClO2S in a non-equilibrium geometry from the Open Molecules 2025 dataset. Energies are from wB97M-V/def2-TZVPD.

The geometry in ORCA input format:
```
! wB97M-V def2-TZVPD RIJCOSX def2/J DEFGRID3
* xyz 0 1
O -1.99 -0.71 0.42
C -1.03 -1.38 0.12
C 0.35 -0.78 0.34
O 1.26 -1.72 -0.12
C 0.42 0.53 -0.48
S 1.03 0.61 -1.95
C -0.18 1.70 0.23
Cl 1.12 2.63 1.06
H -1.12 -2.40 -0.32
H 0.48 -0.49 1.40
H 1.26 -1.62 -1.09
H -0.93 1.32 0.91
H -0.67 2.32 -0.52
*
```

Results
SMILES string: O=C[C@@H](O)C(=S)CCl
Electronic energy, Ha: -1164.23215
LUMO, eV: -0.982

Results of the Mulliken charge analysis, in e, for atoms 1 through 5:
1. O -0.4674
2. C 0.1342
3. C -0.1223
4. O -0.4841
5. C 0.1509